No. 1
# C28H75N4O12

A 8-piece molecular cluster, C28H75N4O12 overall in a non-equilibrium geometry (ωB97M-V/def2-TZVPD, the OMol25 dataset).

Cartesian coordinates (Å):
C: 17.5980 43.5330 8.3220
O: 18.5340 42.7220 8.8650
H: 17.7450 44.6550 8.0220
H: 16.8300 43.5980 9.0250
H: 17.3450 42.8290 7.6880
C: 17.4900 45.1040 4.9620
O: 18.4770 44.4610 4.0760
H: 17.1840 45.8260 4.2070
H: 18.0970 45.4030 5.8210
H: 16.6490 44.3780 5.1580
H: 19.0880 44.0740 4.6480
C: 21.0680 40.8700 9.8750
O: 20.1110 40.4720 8.9530
H: 22.1280 40.9840 9.6070
H: 21.0270 40.3380 10.8050
H: 20.8300 41.9170 9.9860
H: 19.4470 41.1070 8.7870
C: 18.0480 45.2990 11.2320
O: 19.2470 44.7030 10.8580
H: 17.3780 45.6640 10.4690
H: 18.0800 45.9210 12.1090
H: 17.4930 44.4390 11.6360
H: 19.0710 44.0170 10.2920
C: 19.8060 41.9830 13.7230
O: 18.7950 41.0820 13.2760
C: 18.1410 41.5480 12.2180
C: 17.5060 40.3630 11.3260
N: 16.6900 41.0530 10.3570
C: 15.9740 40.1120 9.5050
C: 15.0650 40.9360 8.5100
O: 14.2580 39.8480 7.9590
C: 13.2120 40.1530 6.9500
H: 20.3980 41.6110 14.6760
H: 19.5140 43.0600 13.5700
H: 20.6540 41.9310 12.9440
H: 18.8160 42.1200 11.4560
H: 17.2620 42.4200 12.4010
H: 17.0520 40.0490 12.2500
H: 18.1800 39.6770 10.8260
H: 17.4350 41.4850 9.4830
H: 15.4200 39.4440 10.2070
H: 16.8620 39.5790 9.0000
H: 15.5990 41.4680 7.8020
H: 14.3430 41.6030 9.1810
H: 13.7020 40.4050 5.9260
H: 12.6950 41.1070 7.3150
H: 12.4660 39.4400 6.7570
C: 14.5530 43.0380 14.4660
O: 14.4960 43.9680 13.4510
C: 14.5260 43.4830 12.0710
C: 14.2470 44.8040 11.2700
N: 14.3350 44.4100 9.9410
C: 14.0130 45.4520 8.8910
C: 14.2570 45.0280 7.4660
O: 13.8470 46.1260 6.6300
C: 13.4260 45.7470 5.3890
H: 15.5780 42.5780 14.2340
H: 13.6490 42.2760 14.3340
H: 14.5530 43.5050 15.4990
H: 13.8810 42.8280 11.9730
H: 15.5490 43.1120 11.6530
H: 14.7790 45.6640 11.7020
H: 13.1800 44.9350 11.5410
H: 15.3660 44.1470 9.6100
H: 14.6300 46.3550 9.0780
H: 13.0950 45.7420 9.0900
H: 13.6590 44.2020 7.2080
H: 15.3020 44.6570 7.1770
H: 14.2600 45.1010 4.7580
H: 13.0180 46.4530 4.5780
H: 12.4480 45.1950 5.4370
C: 10.2370 50.0960 4.9820
O: 11.4840 50.4960 5.2000
C: 12.2760 49.7750 6.1860
C: 13.6620 50.0880 6.1250
N: 14.3910 49.2910 7.2010
C: 15.8440 49.6370 7.1330
C: 16.4810 48.5140 7.8320
O: 17.9060 48.7740 7.8650
C: 18.6750 47.9650 8.7000
H: 10.1380 49.1630 4.5750
H: 9.7620 50.8960 4.4130
H: 9.5900 50.3370 5.9630
H: 12.1960 48.8150 5.8260
H: 11.8770 49.9840 7.0270
H: 13.7310 51.1340 6.1800
H: 14.0840 49.5960 5.2700
H: 14.1250 48.2390 7.0170
H: 16.1200 50.5750 7.3700
H: 16.2370 49.4340 6.1870
H: 16.4530 47.5130 7.2020
H: 16.1090 48.1810 8.8080
H: 19.7390 48.4780 8.6110
H: 18.5540 46.8910 8.5230
H: 18.5430 47.9930 9.8600
C: 16.6960 39.3590 4.3360
O: 18.0840 39.6680 4.5230
C: 18.2120 40.9270 5.1980
C: 19.6690 41.2690 5.3730
N: 19.7620 42.5590 6.1040
C: 21.1660 42.9080 6.4840
C: 21.0060 44.3760 6.9840
O: 22.2150 44.9720 7.4200
C: 22.0380 46.2480 8.1810
H: 16.5640 38.4850 3.6440
H: 16.0790 40.1160 3.7570
H: 16.3490 38.8040 5.1310
H: 17.6380 40.8420 6.1920
H: 17.8480 41.7820 4.5350
H: 20.2280 41.3500 4.4590
H: 20.1670 40.4050 5.8750
H: 19.2420 42.3330 6.9010
H: 21.9850 42.8960 5.8470
H: 21.4330 42.1920 7.3960
H: 20.5140 44.3720 7.8980
H: 20.5730 45.2880 6.3100
H: 21.6990 47.0960 7.4040
H: 23.1290 46.6440 8.7430
H: 21.4510 46.0600 9.0370

The energy above the lowest of the compared OMol25 structures with the same formula, charge and spin comes out at 314.3 kcal/mol. The value obtained for the HOMO energy is -5.29 eV. As for the net charge: -1.

No. 2
# C28H76N12O12

A 8-piece molecular cluster, C28H76N12O12 overall in a non-equilibrium geometry (ωB97M-V/def2-TZVPD, the OMol25 dataset).

Cartesian coordinates (Å):
C: -4.2561 -6.1497 0.5147
O: -4.0626 -5.1993 1.5389
C: -2.6761 -5.1841 2.0629
C: -2.7214 -4.4857 3.4192
N: -2.9608 -3.0720 3.1670
C: -2.7604 -2.1136 4.2132
C: -2.6068 -0.7563 3.6846
O: -3.7902 -0.3348 3.0744
C: -3.7715 1.0520 2.7881
H: -4.3832 -7.1891 0.9373
H: -3.5247 -5.9865 -0.3005
H: -5.2670 -5.9116 0.0593
H: -1.8967 -4.7169 1.3635
H: -2.3911 -6.2505 2.2808
H: -1.7675 -4.6467 3.9031
H: -3.5041 -4.9860 3.9927
H: -3.8391 -2.7658 2.7558
H: -1.9163 -2.3653 4.8347
H: -3.5820 -2.0388 4.9322
H: -1.7569 -0.6171 3.0182
H: -2.2434 -0.0783 4.5447
H: -4.7489 1.4119 2.5406
H: -2.9008 1.3380 2.1136
H: -3.5918 1.6213 3.6902
C: -2.5064 1.6723 -0.6555
O: -1.8923 2.8123 -1.3005
C: -0.6435 2.6065 -2.0286
C: -0.1992 4.0547 -2.4445
N: 0.1829 4.8962 -1.2753
C: 0.4337 6.3221 -1.5997
C: 1.5516 6.9390 -0.7703
O: 2.7681 6.5425 -1.3875
C: 3.8700 6.7319 -0.4814
H: -1.7808 1.1948 0.0155
H: -3.0059 1.0318 -1.3764
H: -3.3474 2.0769 -0.1226
H: -0.7139 1.9731 -2.9675
H: 0.0332 2.0416 -1.3512
H: -1.0702 4.3821 -3.0762
H: 0.6337 3.9845 -3.0896
H: 1.0956 4.5056 -0.8698
H: -0.5426 6.7480 -1.5925
H: 0.8547 6.3862 -2.5937
H: 1.5325 6.5885 0.2684
H: 1.4353 8.0210 -0.8545
H: 3.8509 5.9428 0.3164
H: 3.8130 7.7150 -0.0139
H: 4.8851 6.6470 -1.0266
C: -1.2377 5.9989 2.7445
O: -1.2858 4.5723 2.7203
C: -0.1692 4.1407 1.9736
C: 0.1788 2.7088 2.1868
N: 1.1848 2.5617 3.2087
C: 1.5029 1.1737 3.3653
C: 1.4351 0.6246 4.7074
O: 0.0690 0.6019 5.0549
C: -0.2083 0.7104 6.4373
H: -0.4775 6.4010 3.4143
H: -2.2035 6.3559 3.0832
H: -1.1783 6.3511 1.7370
H: 0.6620 4.7886 2.2127
H: -0.2914 4.4973 0.9603
H: 0.5934 2.3276 1.1893
H: -0.6320 2.0506 2.4110
H: 1.9494 3.1854 3.0360
H: 2.5013 0.9656 2.9764
H: 0.8384 0.5195 2.7036
H: 1.9806 1.2517 5.4801
H: 1.9114 -0.3749 4.6816
H: -1.3079 0.6611 6.4963
H: 0.2401 1.6096 6.8770
H: 0.2115 -0.1309 6.9657
C: 3.8248 -5.2656 -4.6413
O: 2.4226 -5.1106 -4.5592
C: 2.0172 -4.3622 -5.7188
C: 0.5403 -4.3550 -5.8816
N: -0.1948 -3.7437 -4.8046
C: -1.6374 -3.7077 -5.1680
C: -2.4949 -3.4893 -3.8827
O: -2.3010 -2.2938 -3.2158
C: -2.6887 -1.1605 -4.0720
H: 4.1494 -5.6102 -3.6901
H: 4.3971 -4.3330 -4.7723
H: 4.1361 -5.9308 -5.4438
H: 2.3732 -4.7906 -6.6474
H: 2.3125 -3.3282 -5.6883
H: 0.1519 -5.3924 -6.0801
H: 0.4036 -3.7361 -6.8019
H: -0.0939 -4.2712 -3.9742
H: -1.9584 -4.7274 -5.5771
H: -1.7832 -2.9084 -5.8974
H: -2.3307 -4.3719 -3.2399
H: -3.5230 -3.5855 -4.2166
H: -1.8173 -0.8483 -4.6228
H: -3.0184 -0.2948 -3.4349
H: -3.4868 -1.5462 -4.7082
C: 3.3544 -2.3778 3.0566
O: 2.4149 -3.0411 3.4602
N: 4.4506 -2.1188 3.9340
N: 3.4935 -1.7516 1.8255
H: 4.6254 -2.6855 4.7349
H: 5.3074 -1.7813 3.5652
H: 2.6674 -1.8596 1.1840
H: 4.4409 -1.7405 1.4780
C: 2.9876 2.9738 -0.8313
O: 2.7093 3.7090 0.0887
N: 3.1765 3.5334 -2.0587
N: 3.2558 1.6532 -0.6917
H: 3.3129 4.5374 -1.9515
H: 3.7822 3.1073 -2.7008
H: 3.3586 1.2681 0.2685
H: 2.7134 1.1820 -1.4188
C: 1.2691 -0.3572 -3.2723
O: 2.2232 0.3816 -3.0360
N: 0.4039 -0.8944 -2.3466
N: 0.7795 -0.4753 -4.5695
H: 0.7668 -1.2626 -1.4898
H: -0.4644 -1.3888 -2.6142
H: 1.5292 -0.0700 -5.1443
H: 0.6950 -1.4574 -4.7105
C: 0.0399 -1.9057 0.8466
O: 1.1513 -1.6152 0.3147
N: -1.0793 -1.4291 0.4085
N: -0.0849 -2.6665 1.9149
H: -1.0935 -1.0157 -0.5196
H: -2.0001 -1.6273 0.6801
H: -0.9472 -2.7654 2.3809
H: 0.7744 -2.8398 2.4784

The energy above the lowest of the compared OMol25 structures with the same formula, charge and spin comes out at 37.8 kcal/mol. The value obtained for the HOMO energy is -7.76 eV. As for the structure (SMILES): COCCNCCOC.COCCNCCOC.COCCNCCOC.COCCNCCOC.NC(N)=O.NC(N)=O.NC(N)=O.NC(N)=O.

Number 1: E -60763.6297 eV. Number 2: E -72716.9748 eV.